ORCA calculation (ωB97M-V/def2-TZVPD) on a molecular structure, C27H26CoIN8S.

The LUMO energy (spin up / spin down) comes out at 2.083 / 1.911 eV. The expectation value of S² is 0.781. The orbital gap (spin up / spin down) is 5.6 / 5.8 eV. The calculation puts the HOMO energy (spin up / spin down) at -3.5 / -3.9 eV.

Geometry as ORCA input:
```
! RIJCOSX wB97M-V def2-TZVPD def2/J DEFGRID3
* xyz -1 2
C -0.7911 2.3511 -3.5220
N 0.0515 -0.9825 1.6137
H 1.9293 -2.6709 0.8205
C 3.5308 -0.0118 -1.5816
H 2.6508 -3.0967 -2.1196
N -0.6213 1.4006 1.0957
C -1.8139 -2.2127 -1.0862
N -0.9272 2.5994 0.5826
C -1.1976 3.6702 -1.5536
N 0.2496 -1.4202 -1.2054
C 0.9775 -4.5532 1.2561
H -1.6904 -4.7594 -0.3893
H -0.7778 -4.5875 -2.7176
S -2.3276 -0.8399 -0.1640
C 1.4411 -1.4035 -1.6643
C 0.0181 -2.3875 1.7301
H -1.4504 -6.1933 -2.3864
N -0.6092 -2.4063 -1.5780
H -0.7514 2.3865 5.5758
H 2.5353 -1.9118 -3.4264
C -0.5394 1.2800 -2.7073
H -3.5884 -2.9763 -0.8152
C -1.0801 -3.0339 2.3068
H -1.4563 4.5857 -1.0397
H -1.0109 3.1042 3.2000
H -0.7334 2.2432 -4.5952
C -0.2274 0.3548 5.0509
C 4.1920 1.0993 -1.0759
C -1.6936 -5.1357 -2.5131
H -0.2940 0.3112 -3.1287
Co -0.2043 -0.0050 -0.0201
C -0.9082 2.5307 -0.7533
H -0.0877 0.0519 6.0820
C 2.3161 1.4799 0.3226
H 3.9929 -0.6551 -2.3175
I 4.3171 -0.8276 2.3913
H 1.1536 -2.9687 -3.0541
H -2.0061 -4.8988 2.8141
H 5.1905 1.3459 -1.4111
N -2.7445 -3.1877 -1.3238
H 1.8015 -5.1395 0.8658
H -2.3648 -5.0303 -3.3690
N 1.6662 0.4543 -0.2082
C 2.2589 -0.2919 -1.1432
N -0.5944 1.3394 -1.3694
H -0.1632 -6.2720 1.8725
C 3.5740 1.8625 -0.1165
C -0.1160 -5.1901 1.8307
C 1.0478 -3.1674 1.2100
C -0.0140 -0.5706 4.0510
H -1.3554 4.4426 -3.5264
C -2.3508 -4.6054 -1.2464
H -1.8893 -2.4291 2.6994
C 1.9757 -2.4042 -2.6293
C -0.7360 2.0901 3.4598
H 0.3118 -1.5737 4.2917
C -0.5930 1.6828 4.7675
H -3.2718 -5.1587 -1.0637
H 1.8133 2.0040 1.1232
H 4.0660 2.7086 0.3380
C -0.1620 -0.1958 2.7023
C -0.5220 1.1597 2.4322
C -1.1350 3.5771 -2.9119
C -1.1440 -4.4192 2.3626
*
```